Record 1
A structure of composition C23H28BeClN2O3Sb, computed with wB97M-V/def2-TZVPD.

CARTESIAN COORDINATES (ANGSTROEM)
Be 0.211 -0.283 0.351
O 1.377 -0.351 1.735
C 1.571 0.965 2.304
C 0.582 1.876 1.518
O 0.570 3.071 1.727
O -0.152 1.238 0.670
C 3.010 1.408 2.065
C 3.416 2.678 2.470
C 4.716 3.096 2.248
C 5.631 2.255 1.626
C 5.234 0.988 1.231
C 3.927 0.565 1.450
C 1.262 0.906 3.795
C 0.392 1.783 4.429
C 0.142 1.650 5.789
C 0.752 0.648 6.527
C 1.634 -0.223 5.901
C 1.891 -0.087 4.547
H 1.301 -1.014 2.431
H 2.701 3.339 2.941
H 5.020 4.085 2.568
H 6.647 2.586 1.454
H 5.939 0.320 0.752
H 3.624 -0.422 1.129
H -0.089 2.568 3.863
H -0.541 2.337 6.271
H 0.549 0.548 7.585
H 2.132 -0.999 6.468
H 2.617 -0.749 4.082
C -0.874 0.214 -4.462
Sb -1.774 0.374 -2.508
C -3.056 2.008 -3.085
C -3.299 -1.071 -2.968
H -1.653 0.278 -5.221
H -0.362 -0.745 -4.553
H -0.149 1.012 -4.619
H -3.549 1.768 -4.027
H -2.480 2.926 -3.203
H -3.809 2.172 -2.315
H -3.728 -0.835 -3.942
H -4.083 -1.038 -2.211
H -2.874 -2.072 -2.981
Cl -1.015 -2.794 -0.824
C -0.990 -1.565 0.563
H -0.946 -2.195 1.453
H -1.995 -1.140 0.533
N 4.625 -0.162 -3.603
C 3.579 -0.211 -2.737
C 3.016 -1.428 -2.337
C 1.958 -1.428 -1.459
N 1.417 -0.309 -0.959
C 1.946 0.860 -1.356
C 3.004 0.958 -2.223
H 5.094 -1.005 -3.880
H 5.086 0.709 -3.788
H 3.403 -2.368 -2.709
H 1.507 -2.356 -1.136
H 1.480 1.753 -0.960
H 3.387 1.933 -2.495

gap between HOMO and LUMO	8.28	eV
spin multiplicity	1
LUMO	0.36	eV

---

Record 2
A cluster of 5 separate species, C23H28Br2F12O13S in total, computed with wB97M-V/def2-TZVPD.

CARTESIAN COORDINATES (ANGSTROEM)
C 6.991 2.233 6.768
S 7.359 2.605 5.057
O 6.581 1.725 4.199
O 8.795 2.565 4.911
C 6.698 4.262 4.784
C 5.628 4.394 3.677
C 4.281 3.776 4.082
C 3.361 4.739 4.792
O 3.694 5.640 5.534
Br 1.449 4.375 4.518
O 5.564 5.821 3.495
C 6.554 6.495 4.156
O 6.545 7.704 4.303
C 7.609 5.479 4.629
Br 9.090 5.360 3.431
H 6.537 1.242 6.773
H 7.951 2.224 7.287
H 6.338 2.986 7.216
H 6.152 4.484 5.712
H 5.972 4.019 2.710
H 3.785 3.325 3.224
H 4.450 2.949 4.783
H 7.921 5.810 5.621
C -2.428 1.321 0.599
C -1.622 1.655 -0.636
O -0.511 2.526 -0.315
C 0.555 1.944 0.198
O 0.708 0.783 0.435
C 1.654 2.998 0.433
F 1.166 4.090 1.020
F 2.204 3.355 -0.731
F 2.616 2.492 1.200
H -2.760 2.234 1.095
H -3.303 0.734 0.321
H -1.838 0.747 1.313
H -2.225 2.211 -1.346
H -1.255 0.759 -1.134
C -6.883 3.618 -3.201
C -7.056 2.450 -2.257
O -6.550 1.226 -2.835
C -5.243 1.043 -2.768
O -4.447 1.788 -2.276
C -4.912 -0.323 -3.409
F -5.568 -0.462 -4.561
F -5.291 -1.317 -2.594
F -3.616 -0.450 -3.643
H -7.354 3.404 -4.161
H -7.342 4.510 -2.776
H -5.829 3.826 -3.382
H -8.108 2.255 -2.068
H -6.568 2.627 -1.299
C -4.235 -5.051 -3.821
C -4.869 -4.582 -2.527
O -5.742 -5.596 -1.982
C -5.151 -6.564 -1.302
O -3.983 -6.689 -1.084
C -6.218 -7.537 -0.763
F -7.110 -7.849 -1.704
F -6.869 -6.972 0.260
F -5.652 -8.656 -0.332
H -5.024 -5.343 -4.517
H -3.656 -4.248 -4.265
H -3.584 -5.909 -3.672
H -5.505 -3.721 -2.707
H -4.127 -4.300 -1.782
C 2.949 -4.217 -1.389
C 3.128 -4.368 -2.880
O 1.982 -5.008 -3.475
C 0.935 -4.245 -3.737
O 0.818 -3.070 -3.561
C -0.149 -5.129 -4.377
F -0.301 -6.263 -3.693
F 0.202 -5.436 -5.632
F -1.332 -4.521 -4.429
H 2.742 -5.185 -0.933
H 3.854 -3.806 -0.943
H 2.121 -3.552 -1.158
H 3.965 -5.026 -3.104
H 3.309 -3.413 -3.373

SMILES	CS(=O)(=O)[C@@H]1[C@@H](CC(=O)Br)OC(=O)[C@@H]1Br.CCOC(=O)C(F)(F)F.CCOC(=O)C(F)(F)F.CCOC(=O)C(F)(F)F.CCOC(=O)C(F)(F)F
gap between HOMO and LUMO	10.57	eV
spin multiplicity	1
LUMO	0.16	eV

---

Record 3
A structure of composition C23H28BrN6O6Tc, computed with wB97M-V/def2-TZVPD.

CARTESIAN COORDINATES (ANGSTROEM)
Tc 0.486 0.699 -0.489
O 2.856 0.396 2.771
C 2.249 0.249 1.749
O 1.567 1.201 1.114
C 2.180 -1.089 1.030
C 2.812 -2.269 1.375
C 2.590 -3.389 0.578
C 1.741 -3.315 -0.525
C 1.146 -2.101 -0.807
N 1.397 -1.045 -0.042
C 0.182 -1.782 -1.935
O -0.154 -2.612 -2.739
O -0.230 -0.520 -1.930
H 3.447 -2.294 2.249
H 3.074 -4.325 0.821
H 1.535 -4.168 -1.156
C 3.087 2.103 -1.173
N 1.981 1.413 -1.881
C 2.583 0.378 -2.746
C 1.242 2.376 -2.742
C 0.398 3.316 -1.908
N -0.555 2.552 -1.065
C -0.961 3.372 0.094
C -1.762 2.202 -1.844
H 3.746 2.574 -1.906
H 3.651 1.373 -0.598
H 2.704 2.847 -0.482
H 3.272 0.845 -3.454
H 1.805 -0.144 -3.296
H 3.139 -0.327 -2.132
H 0.616 1.789 -3.416
H 1.951 2.944 -3.354
H -0.142 4.010 -2.560
H 1.024 3.913 -1.247
H -1.386 4.321 -0.244
H -0.094 3.570 0.723
H -1.707 2.829 0.670
H -2.284 3.112 -2.154
H -2.427 1.604 -1.223
H -1.491 1.618 -2.720
Br 0.263 3.682 4.638
C -0.243 1.871 4.487
C -0.264 1.057 5.614
N -0.633 -0.224 5.545
C -0.976 -0.731 4.381
C -0.971 0.013 3.172
C -0.592 1.367 3.259
C -1.334 -0.577 1.956
O -1.721 -1.884 1.964
O -1.250 0.072 0.760
H 0.017 1.441 6.584
H -1.272 -1.771 4.374
H -0.561 1.997 2.386
C -3.419 -2.521 -2.521
C -3.031 -2.750 -1.108
N -2.477 -1.863 -0.296
C -2.278 -2.504 0.893
C -2.709 -3.790 0.836
N -3.184 -3.915 -0.458
H -3.421 -1.454 -2.723
H -4.411 -2.924 -2.722
H -2.702 -2.987 -3.198
H -1.782 -0.500 0.064
H -2.722 -4.582 1.557
H -3.593 -4.748 -0.851

charge	+1
gap between HOMO and LUMO (spin up / spin down)	6.04 / 7.81	eV
spin multiplicity	4
LUMO (spin up / spin down)	-3.04 / -3.33	eV

---

no.,largest force on an atom (eV/Å)
1,0.46
2,2.79
3,0.67